1.
The following is a DFT calculation (wB97M-V/def2-TZVPD) of a molecular structure, C4H11BrCuNO in a non-equilibrium geometry.

Geometry (Å):
Cu (2.067, 4.267, -3.306)
Br (1.751, 2.928, -1.067)
C (-1.292, 1.087, 1.178)
C (-0.131, 0.113, 1.174)
C (0.134, -0.595, -0.179)
O (-0.940, -1.418, -0.468)
C (-0.567, -2.584, -1.224)
N (1.089, 0.808, 1.518)
H (-2.244, 0.573, 1.027)
H (-1.272, 1.794, 0.344)
H (-1.365, 1.585, 2.142)
H (-0.401, -0.635, 1.927)
H (1.060, -1.185, -0.124)
H (0.342, 0.125, -0.982)
H (-0.456, -2.298, -2.271)
H (-1.349, -3.323, -1.095)
H (0.391, -2.956, -0.857)
H (1.877, 0.153, 1.414)
H (1.307, 1.561, 0.849)

Forces on atoms 1 to 6 (eV/Å):
Cu -0.196 -0.835 1.383
Br 0.117 0.601 -1.208
C -0.835 -0.043 -0.707
C -0.986 1.736 1.522
C 0.541 -0.965 -1.124
O 0.139 0.131 0.235

Total charge = +1
Spin multiplicity = 2
Frontier orbital gap (alpha / beta) = 8.1 / 5.0 eV
E_tot = -4503.13785 Ha
Energy above the lowest of the compared OMol25 structures with the same formula, charge and spin = 32.5 kJ/mol
LUMO energy (alpha / beta) = -4.9 / -8.0 eV


2.
The following is a DFT calculation (wB97M-V/def2-TZVPD) of a molecular structure, C2H3N3O in a non-equilibrium geometry.

Geometry (Å):
N (1.709, -0.118, 0.072)
C (0.462, -0.344, -0.485)
N (-0.333, 0.587, -0.930)
C (-1.430, 0.278, -0.180)
N (-1.376, -0.823, 0.517)
O (-0.136, -1.353, 0.156)
H (1.991, 0.825, -0.178)
H (1.319, -0.056, 1.027)
H (-2.206, 1.004, 0.002)

Forces on atoms 1 to 6 (eV/Å):
N 0.290 0.011 -0.210
C -0.192 0.326 0.422
N 0.145 -0.007 0.500
C -0.575 -0.104 0.130
N -0.970 0.010 -0.650
O 0.094 0.250 0.277

Frontier orbital gap = 10.1 eV
E_tot = -317.43305 Ha
Energy above the lowest of the compared OMol25 structures with the same formula, charge and spin = 260.6 kJ/mol
LUMO energy = 0.2 eV


3.
The following is a DFT calculation (wB97M-V/def2-TZVPD) of C5H7NO in the gas phase.

Geometry (Å):
C (-1.294, -1.315, -0.371)
N (-1.837, 0.164, -0.123)
C (-0.411, -0.183, -0.147)
C (0.605, 0.292, 0.904)
C (1.693, -0.288, -0.023)
C (0.727, 0.568, -0.863)
O (0.724, 1.578, 0.209)
H (-1.448, -1.829, 0.587)
H (-2.315, 0.498, -0.947)
H (-2.212, 0.521, 0.750)
H (0.558, 0.293, 1.996)
H (1.695, -1.367, -0.201)
H (2.686, 0.141, 0.118)
H (0.828, 0.927, -1.889)

Forces on atoms 1 to 6 (eV/Å):
C 0.097 -0.137 0.256
N -0.255 0.165 -0.029
C -0.048 -0.017 -0.025
C -0.051 -0.184 0.523
C 0.203 -0.082 -0.010
C 0.001 0.014 -0.544

Frontier orbital gap = 8.5 eV
E_tot = -324.48804 Ha
Energy above the lowest of the compared OMol25 structures with the same formula, charge and spin = 620.8 kJ/mol
LUMO energy = 0.8 eV


4.
The following is a DFT calculation (wB97M-V/def2-TZVPD) of 12 unconnected molecules or ions with the total composition C5H33NO12 in a non-equilibrium geometry.

Geometry (Å):
C (-1.784, -2.247, -2.666)
O (-2.790, -1.550, -2.013)
C (-1.022, -1.074, -3.447)
C (-0.988, 0.238, -2.724)
C (0.030, 0.068, -1.530)
C (-0.689, -0.101, -0.406)
N (1.388, 0.086, -1.685)
H (-1.061, -2.597, -1.861)
H (-2.228, -3.055, -3.273)
H (-3.533, -2.119, -1.544)
H (-1.338, -0.999, -4.451)
H (0.054, -1.304, -3.591)
H (-1.930, 0.497, -2.261)
H (-0.767, 1.022, -3.483)
H (-1.849, -0.230, -0.542)
H (-0.210, -0.191, 0.598)
H (1.673, 0.741, -2.381)
H (1.874, 0.299, -0.832)
H (1.894, -1.557, -2.307)
H (2.539, -2.168, -3.636)
O (1.956, -2.501, -2.830)
H (2.257, -3.231, 1.444)
H (2.789, -2.848, 2.878)
O (2.990, -3.290, 2.024)
H (-1.495, 1.473, 3.756)
H (-1.746, 2.959, 3.581)
O (-1.886, 2.093, 3.198)
H (0.557, -0.838, 5.269)
H (1.735, -1.077, 4.489)
O (1.446, -0.362, 5.161)
H (0.869, 1.946, 1.844)
H (1.238, 1.036, 3.004)
O (0.975, 1.126, 2.161)
H (-0.544, -0.424, 2.831)
H (-0.470, -1.939, 3.199)
O (-0.478, -1.014, 3.540)
H (-2.786, 1.898, 1.430)
H (-3.512, 0.625, 0.932)
O (-3.246, 1.436, 0.646)
H (1.427, 4.329, 1.543)
H (2.349, 3.798, 0.597)
O (1.503, 3.481, 1.126)
H (1.442, 2.720, -3.132)
H (0.894, 2.392, -1.893)
O (1.819, 2.565, -2.269)
H (-0.787, 3.774, -1.943)
H (-1.015, 2.454, -1.090)
O (-0.727, 2.859, -1.959)
H (0.253, -3.422, 0.138)
H (0.735, -1.965, 0.388)
O (0.651, -2.831, 0.806)

Forces on atoms 1 to 6 (eV/Å):
C 1.903 0.929 0.467
O -4.270 -0.869 2.045
C 0.978 -2.126 0.257
C 1.361 0.076 -0.153
C -3.866 0.760 -0.091
C -0.856 -0.552 0.907

Frontier orbital gap = 8.2 eV
Structure (SMILES) = C=C(N)CCCO.O.O.O.O.O.O.O.O.O.O.O
E_tot = -1167.78693 Ha
Energy above the lowest of the compared OMol25 structures with the same formula, charge and spin = 621.4 kJ/mol
LUMO energy = -0.1 eV


5.
The following is a DFT calculation (wB97M-V/def2-TZVPD) of C5H9ClIN3 in the gas phase in a non-equilibrium geometry.

Geometry (Å):
C (1.284, -0.963, 0.314)
C (-1.491, -2.259, -0.585)
C (0.598, 3.203, 0.376)
C (0.161, -0.201, -0.331)
C (-1.216, -0.811, -0.205)
N (1.145, -1.737, 1.255)
N (0.633, 1.935, -0.149)
N (-0.041, 1.037, 0.421)
Cl (-2.419, 0.153, -1.241)
I (3.245, -0.316, -0.569)
H (-0.903, -2.393, -1.490)
H (-0.992, -2.899, 0.151)
H (-2.662, -2.256, -0.636)
H (1.560, 3.591, 0.377)
H (0.321, 3.371, 1.491)
H (-0.131, 3.681, -0.365)
H (0.505, 0.040, -1.282)
H (-1.486, -0.764, 0.918)
H (1.890, -2.412, 1.547)

Forces on atoms 1 to 6 (eV/Å):
C 0.805 0.149 -0.182
C -0.448 1.023 0.034
C -2.165 2.974 0.229
C -1.509 -0.506 2.278
C -1.460 -1.109 1.585
N 0.396 -2.042 0.458

Spin multiplicity = 3
Frontier orbital gap (alpha / beta) = 7.1 / 7.7 eV
E_tot = -1117.86854 Ha
LUMO energy (alpha / beta) = 0.1 / -2.0 eV


6.
The following is a DFT calculation (wB97M-V/def2-TZVPD) of 2 unconnected molecules or ions with the total composition C3H5O3P in a non-equilibrium geometry.

Geometry (Å):
C (-0.295, 1.788, -0.187)
C (0.956, 0.023, 0.039)
C (0.198, -1.256, -0.275)
O (3.366, 1.487, -0.296)
O (1.791, 0.132, 1.319)
O (3.621, -1.063, -0.189)
P (2.707, 0.162, -0.093)
H (0.473, 2.489, 0.259)
H (-0.318, 1.739, -1.394)
H (-0.662, -0.918, -0.948)
H (0.937, -1.821, -0.788)
H (-0.143, -1.645, 0.681)

Forces on atoms 1 to 6 (eV/Å):
C 1.414 -2.857 -0.822
C -1.317 3.421 -0.539
C -0.666 2.384 -0.003
O -0.021 0.226 -0.473
O -0.306 -0.703 -1.012
O -1.135 0.485 -0.409

Total charge = -2
Frontier orbital gap = 5.6 eV
E_tot = -684.23519 Ha
Energy above the lowest of the compared OMol25 structures with the same formula, charge and spin = 392.9 kJ/mol
LUMO energy = 7.1 eV


7.
The following is a DFT calculation (wB97M-V/def2-TZVPD) of C4H5FN2O in the gas phase in a non-equilibrium geometry.

Geometry (Å):
C (1.362, -0.166, -0.063)
C (0.513, -1.255, -0.186)
C (-0.839, -0.732, -0.040)
C (-0.648, 0.639, 0.037)
H (3.398, -0.825, -0.321)
H (2.970, 0.233, 1.282)
H (0.652, -2.392, -0.101)
H (-2.813, -0.715, -0.402)
H (1.050, 1.856, -0.064)
N (2.785, 0.109, 0.080)
N (0.666, 0.942, -0.168)
O (-2.034, -1.343, 0.190)
F (-1.719, 1.591, 0.024)

Forces on atoms 1 to 6 (eV/Å):
C 2.558 -1.986 -1.100
C -0.981 -2.204 1.400
C 1.249 2.187 0.389
C -3.010 0.070 -0.702
H -2.250 3.449 1.949
H -0.382 -0.910 -4.643

Frontier orbital gap = 8.4 eV
Structure (SMILES) = Nc1cc(O)c(F)[nH]1
E_tot = -439.92258 Ha
Energy above the lowest of the compared OMol25 structures with the same formula, charge and spin = 302.9 kJ/mol
LUMO energy = 0.6 eV


8.
The following is a DFT calculation (wB97M-V/def2-TZVPD) of 2 unconnected molecules or ions with the total composition C5H8NO2S in a non-equilibrium geometry.

Geometry (Å):
C (2.934, 0.305, 1.618)
C (2.290, -0.199, 0.512)
C (2.083, 0.604, 2.703)
C (-2.879, -0.885, -1.737)
C (-1.157, 0.629, -1.089)
N (0.922, -0.249, 0.710)
O (-2.383, 0.194, -0.967)
O (0.034, -0.599, -0.182)
S (0.497, 0.192, 2.377)
H (3.971, 0.545, 1.402)
H (2.521, -0.368, -0.496)
H (2.278, 1.208, 3.651)
H (-4.022, -0.778, -1.727)
H (-2.643, -1.844, -1.331)
H (-2.886, -0.722, -2.770)
H (-0.652, 0.392, -2.047)
H (-0.909, 1.574, -0.626)

Forces on atoms 1 to 6 (eV/Å):
C 0.403 0.661 0.579
C -4.620 0.431 1.166
C 1.453 0.749 -0.004
C -3.802 0.304 0.457
C 0.191 -1.543 -1.226
N 1.350 0.757 1.352

Total charge = +1
Frontier orbital gap = 8.7 eV
E_tot = -798.33210 Ha
Energy above the lowest of the compared OMol25 structures with the same formula, charge and spin = 381.2 kJ/mol
LUMO energy = -4.6 eV


9.
The following is a DFT calculation (wB97M-V/def2-TZVPD) of a molecular structure, AgClCu.

Geometry (Å):
Ag (1.284, 0.089, -2.280)
Cu (-2.573, -0.194, 0.998)
Cl (1.289, 0.105, 1.282)

Cartesian forces, eV/Å:
Ag 0.317 0.024 -0.043
Cu -0.372 -0.028 0.265
Cl 0.055 0.004 -0.222

Total charge = +2
Spin multiplicity = 2
Frontier orbital gap (alpha / beta) = 9.3 / 7.6 eV
E_tot = -2246.78180 Ha
Energy above the lowest of the compared OMol25 structures with the same formula, charge and spin = 44.3 kJ/mol
LUMO energy (alpha / beta) = -11.0 / -12.2 eV


10.
The following is a DFT calculation (wB97M-V/def2-TZVPD) of 2 unconnected molecules or ions with the total composition C4H9O2 in a non-equilibrium geometry.

Geometry (Å):
C (-1.709, -0.324, -0.095)
C (-1.137, 0.762, 0.896)
O (0.074, 1.116, 0.724)
O (-1.887, 1.197, 1.810)
H (-1.317, 0.075, -1.086)
H (-2.852, -0.358, -0.038)
H (-1.339, -1.343, 0.061)
C (2.528, -1.726, -1.327)
C (1.651, -0.455, -1.343)
H (2.424, -2.233, -2.312)
H (3.538, -1.448, -1.079)
H (2.107, -2.468, -0.642)
H (1.847, 0.459, -1.801)
H (1.516, 0.021, -0.434)
H (0.583, -0.753, -1.729)

Forces on atoms 1 to 6 (eV/Å):
C -0.679 1.377 -0.703
C 0.788 0.327 1.308
O -1.164 -0.526 -0.330
O -0.058 -0.549 -0.845
H -0.887 -0.899 0.870
H 1.567 0.179 -0.237

Total charge = -1
Frontier orbital gap = 7.6 eV
E_tot = -308.30881 Ha
Energy above the lowest of the compared OMol25 structures with the same formula, charge and spin = 94.7 kJ/mol
LUMO energy = 3.9 eV


11.
The following is a DFT calculation (wB97M-V/def2-TZVPD) of C7H14 in the gas phase.

Geometry (Å):
C (2.623, -0.507, 0.061)
C (1.382, -0.529, -0.825)
C (0.118, -0.954, -0.055)
C (-1.136, -0.254, -0.591)
C (-2.366, -0.462, 0.330)
C (-1.122, 1.239, -0.672)
C (-0.502, 1.901, 0.510)
H (2.461, 0.178, 0.903)
H (2.840, -1.499, 0.474)
H (3.507, -0.167, -0.488)
H (1.537, -1.186, -1.691)
H (-0.019, -2.043, -0.111)
H (0.244, -0.725, 1.011)
H (-1.389, -0.666, -1.577)
H (-2.133, -0.150, 1.354)
H (-3.232, 0.112, -0.019)
H (-2.638, -1.521, 0.343)
H (1.237, 0.476, -1.244)
H (0.285, 2.568, 0.124)
H (-0.092, 1.297, 1.339)
H (-1.251, 2.603, 0.906)

Forces on atoms 1 to 6 (eV/Å):
C 0.047 -0.018 0.025
C 0.004 0.040 -0.046
C 0.003 0.073 0.053
C 0.030 0.074 -0.191
C -0.120 0.008 0.116
C 0.117 -0.140 0.354

Frontier orbital gap = 8.4 eV
E_tot = -274.97940 Ha
Energy above the lowest of the compared OMol25 structures with the same formula, charge and spin = 359.3 kJ/mol
LUMO energy = 0.4 eV


12.
The following is a DFT calculation (wB97M-V/def2-TZVPD) of 5 unconnected molecules or ions with the total composition C20H30O15 in a non-equilibrium geometry.

Geometry (Å):
C (-2.682, 0.766, 0.171)
C (-1.257, 0.641, -0.301)
C (-0.668, 1.848, -1.057)
O (0.359, 2.329, -0.199)
C (0.552, 1.474, 0.829)
O (1.427, 1.596, 1.627)
O (-0.397, 0.522, 0.861)
H (-2.909, -0.012, 0.899)
H (-3.379, 0.682, -0.663)
H (-2.862, 1.754, 0.604)
H (-1.143, -0.250, -0.914)
H (-1.434, 2.607, -1.209)
H (-0.291, 1.524, -2.025)
C (-2.654, 2.568, -4.756)
C (-2.489, 2.717, -6.271)
C (-1.074, 3.029, -6.770)
O (-0.849, 2.119, -7.830)
C (-1.789, 1.150, -7.808)
O (-1.800, 0.197, -8.512)
O (-2.725, 1.425, -6.872)
H (-2.799, 3.568, -4.352)
H (-1.782, 2.040, -4.384)
H (-3.560, 1.980, -4.635)
H (-3.205, 3.414, -6.708)
H (-0.323, 2.957, -5.976)
H (-0.960, 4.039, -7.169)
C (-0.382, -3.225, -0.447)
C (-1.086, -3.538, -1.737)
C (-2.595, -3.774, -1.611)
O (-3.155, -2.518, -2.042)
C (-2.228, -1.813, -2.714)
O (-2.447, -0.782, -3.265)
O (-1.025, -2.408, -2.638)
H (-0.530, -4.059, 0.240)
H (-0.780, -2.314, -0.003)
H (0.692, -3.068, -0.552)
H (-0.553, -4.332, -2.260)
H (-2.865, -3.896, -0.564)
H (-2.939, -4.563, -2.273)
C (0.097, -0.276, 5.205)
C (0.077, -0.896, 3.823)
C (0.617, -2.331, 3.701)
O (-0.316, -2.978, 2.859)
C (-1.426, -2.202, 2.716)
O (-2.380, -2.530, 2.090)
O (-1.301, -1.066, 3.425)
H (1.021, -0.516, 5.732)
H (-0.760, -0.616, 5.782)
H (0.053, 0.809, 5.110)
H (0.564, -0.213, 3.130)
H (0.796, -2.829, 4.655)
H (1.587, -2.294, 3.198)
C (4.169, -0.546, 4.442)
C (4.958, 0.430, 3.607)
C (4.214, 1.731, 3.276)
O (4.984, 2.748, 3.921)
C (6.072, 2.211, 4.537)
O (6.886, 2.849, 5.114)
O (6.082, 0.876, 4.399)
H (4.730, -1.451, 4.669)
H (3.269, -0.833, 3.891)
H (3.869, -0.081, 5.383)
H (5.340, -0.068, 2.715)
H (3.206, 1.717, 3.687)
H (4.180, 1.965, 2.217)

Forces on atoms 1 to 6 (eV/Å):
C -0.251 0.399 -0.127
C -0.221 -0.072 0.015
C -0.791 -0.536 0.145
O 0.234 -0.140 -0.131
C -0.487 0.324 -0.210
O 0.223 -0.189 0.283

Frontier orbital gap = 11.2 eV
Structure (SMILES) = C[C@H]1COC(=O)O1.C[C@H]1COC(=O)O1.C[C@H]1COC(=O)O1.C[C@H]1COC(=O)O1.C[C@H]1COC(=O)O1
E_tot = -1908.78662 Ha
Energy above the lowest of the compared OMol25 structures with the same formula, charge and spin = 1.9 kJ/mol
LUMO energy = 0.2 eV


> Which of these has the highest E_tot?

C7H14


> Which formula does entry 3 have?

C5H7NO